# 1
Here is a 7-piece molecular cluster, C15H33Br12INO2P overall at a distorted geometry from OMol25. Energies are from ωB97M-V/def2-TZVPD.

Geometry (Å):
C: 1.5620 2.7428 -0.4771
O: 0.3299 2.0841 -0.2161
C: 0.1124 0.9156 -0.9774
C: 1.3111 -0.0883 -0.8561
N: 0.8232 -1.4647 -0.4083
P: 2.1612 -2.4659 -0.2590
O: 3.1665 -1.6758 0.7807
I: 1.1753 -4.2590 1.1495
H: 1.9442 2.5444 -1.4813
H: 2.2851 2.4432 0.2836
H: 1.3920 3.8108 -0.3587
H: -0.7565 0.4302 -0.5207
H: -0.1979 1.1632 -1.9879
H: 1.8194 -0.2040 -1.8071
H: 1.9756 0.2566 -0.0669
H: 0.3788 -1.2587 0.4859
H: 3.6004 -2.2782 1.4030
Br: -1.5142 -0.5336 -6.3219
C: -0.4878 -2.0132 -5.5886
C: -0.8652 -2.3051 -4.1605
Br: -0.1316 -0.9939 -2.9227
H: 0.5597 -1.7499 -5.6947
H: -0.7140 -2.8666 -6.2243
H: -0.4469 -3.2607 -3.8495
H: -1.9398 -2.3144 -4.0083
Br: 1.3178 4.8341 2.6139
C: 1.3106 3.1541 3.5944
C: 2.6644 2.8153 4.1552
Br: 3.8862 2.1648 2.7854
H: 0.9388 2.3986 2.9071
H: 0.5984 3.2941 4.4029
H: 2.5810 2.0045 4.8749
H: 3.1469 3.6657 4.6245
Br: 3.0186 4.2826 7.6908
C: 2.5682 6.0951 7.1464
C: 1.1093 6.3962 7.3599
Br: -0.0050 5.5584 6.0075
H: 2.8641 6.1958 6.1067
H: 3.1831 6.7436 7.7660
H: 0.9270 7.4640 7.2630
H: 0.7500 6.0517 8.3239
Br: -1.6248 -0.3449 1.6679
C: -2.6505 -1.5958 2.7491
C: -3.1308 -2.7652 1.9308
Br: -4.6254 -2.2809 0.7877
H: -3.4618 -1.0308 3.1959
H: -1.9704 -1.9359 3.5271
H: -3.5028 -3.5530 2.5817
H: -2.3554 -3.1633 1.2832
Br: -0.4489 2.8254 -8.1304
C: -2.1207 3.2790 -9.0074
C: -3.1937 3.6471 -8.0185
Br: -3.9395 2.0926 -7.1193
H: -2.3967 2.4275 -9.6209
H: -1.8915 4.1304 -9.6443
H: -4.0337 4.1094 -8.5321
H: -2.8308 4.3124 -7.2421
Br: -1.0406 -7.3108 2.4528
C: -0.6490 -8.9791 1.5388
C: -0.1881 -8.7402 0.1252
Br: -1.6622 -8.2638 -1.0471
H: -1.5480 -9.5844 1.5897
H: 0.1412 -9.4505 2.1186
H: 0.2343 -9.6512 -0.2925
H: 0.5378 -7.9358 0.0580

Summary:
Orbital gap in eV: 9.048
Multiplicity: 1
SMILES string: COCCNP(O)I.BrCCBr.BrCCBr.BrCCBr.BrCCBr.BrCCBr.BrCCBr
LUMO level in eV: 0.335

natural (NBO) population analysis, charges in e, atoms 1 to 8:
1 C -0.266
2 O -0.547
3 C -0.096
4 C -0.319
5 N -1.002
6 P 1.174
7 O -1.026
8 I -0.250

=====

# 2
Here is a 2-piece molecular cluster, C14H16O2 overall at a distorted geometry from OMol25. Energies are from ωB97M-V/def2-TZVPD.

Geometry (Å):
C: 1.3307 2.2584 -2.3087
C: 0.6717 2.4401 -0.9710
C: -0.3917 1.5761 -0.6537
C: -0.8955 1.4420 0.6113
C: -0.2569 2.1783 1.6143
O: -0.9045 2.1607 2.8337
C: 0.7808 3.0431 1.3521
C: 1.2873 3.1109 0.0564
H: 2.0197 1.4371 -2.2719
H: 1.8049 3.1601 -2.6951
H: 0.5755 1.9566 -3.0441
H: -0.7799 1.1094 -1.5521
H: -1.7022 0.7715 0.8436
H: -0.3444 2.5506 3.5237
H: 1.1734 3.5545 2.2151
H: 2.1290 3.7676 -0.1078
C: -0.7141 -2.6266 -2.3845
C: -0.5674 -2.6044 -0.8733
C: 0.6928 -2.6361 -0.2987
C: 0.8555 -2.3589 1.0517
C: -0.2545 -1.9903 1.7944
O: -0.1458 -1.7341 3.1533
C: -1.5183 -1.9775 1.2489
C: -1.6820 -2.3317 -0.0770
H: -0.9907 -3.6057 -2.7711
H: 0.2347 -2.2968 -2.7913
H: -1.4682 -1.9139 -2.7360
H: 1.5130 -2.7756 -1.0050
H: 1.8287 -2.4470 1.5141
H: 0.6750 -1.2509 3.3056
H: -2.2822 -1.6527 1.9335
H: -2.6744 -2.3150 -0.5107

Summary:
Orbital gap in eV: 9.017
Multiplicity: 1
SMILES string: Cc1ccc(O)cc1.Cc1ccc(O)cc1
LUMO level in eV: 0.675

natural (NBO) population analysis, charges in e, atoms 1 to 8:
1 C -0.620
2 C -0.058
3 C -0.171
4 C -0.263
5 C 0.302
6 O -0.678
7 C -0.293
8 C -0.186

=====

# 3
Here is a 8-piece molecular cluster, C58H126N6O10 overall at a distorted geometry from OMol25. Energies are from ωB97M-V/def2-TZVPD.

Geometry (Å):
C: 0.2383 -2.5555 -9.4669
C: -1.2633 -2.7689 -9.5042
C: -1.6579 -3.2499 -8.1065
C: -2.0260 -1.4173 -9.7315
C: -2.4504 -1.1039 -11.1438
C: -3.1981 -2.2709 -11.7578
C: -2.3283 -3.5115 -11.7601
C: -3.2078 -4.7120 -12.1954
C: -1.1717 -3.4038 -12.7918
N: -1.8370 -3.8082 -10.4138
O: -1.1778 -5.0392 -10.3174
H: 0.5228 -1.8524 -8.6847
H: 0.7966 -3.4779 -9.3011
H: 0.5924 -2.1586 -10.4244
H: -1.4248 -2.5163 -7.3343
H: -2.7422 -3.4014 -8.0618
H: -1.2823 -4.2529 -7.8963
H: -2.9101 -1.2512 -9.1124
H: -1.2691 -0.7386 -9.3282
H: -3.0379 -0.1813 -11.1330
H: -1.6401 -0.8245 -11.8256
H: -3.7498 -2.0985 -12.6827
H: -4.0529 -2.4251 -11.0820
H: -3.7836 -4.4436 -13.0891
H: -4.0845 -4.8738 -11.5564
H: -2.6724 -5.6407 -12.3712
H: -0.7165 -2.4419 -12.5394
H: -1.4755 -3.3152 -13.8325
H: -0.4328 -4.1736 -12.5799
H: -1.8023 -5.5764 -9.8135
C: 0.7167 1.6706 3.2665
C: 1.7891 1.7104 2.1558
C: 2.1685 3.2266 1.9822
C: 3.0835 0.9924 2.5525
C: 2.9431 -0.4943 2.3041
C: 2.3975 -0.8641 0.9018
C: 1.0910 -0.1338 0.4496
C: 1.2293 -0.2354 -1.0701
C: -0.1015 -0.8446 1.1314
N: 1.2625 1.2857 0.8611
O: 0.0774 1.9792 0.5125
H: 0.4021 0.6244 3.3293
H: 1.0536 1.8256 4.2933
H: -0.1407 2.2958 3.0323
H: 2.7731 3.5773 2.8176
H: 2.8226 3.2937 1.1092
H: 1.2581 3.7871 1.7855
H: 3.8661 1.3946 1.9016
H: 3.2710 1.2828 3.5842
H: 3.9070 -1.0049 2.3556
H: 2.3135 -0.8397 3.1317
H: 2.3116 -1.9514 0.8787
H: 3.2693 -0.5879 0.3025
H: 0.4115 0.3928 -1.4520
H: 1.0307 -1.2674 -1.3535
H: 2.1285 0.2201 -1.4708
H: -0.9834 -0.2053 1.1421
H: 0.1511 -0.9830 2.1796
H: -0.2586 -1.7660 0.5718
H: 0.1872 2.2226 -0.4120
C: 6.2069 -1.0354 -2.4448
C: 5.4784 -0.6106 -3.7507
C: 4.7520 0.7009 -3.3866
C: 6.6279 -0.3080 -4.7832
C: 6.2868 -0.5147 -6.2608
C: 5.4332 -1.7804 -6.4934
C: 4.2692 -1.8886 -5.5502
C: 3.1621 -0.8836 -6.0270
C: 3.6704 -3.3168 -5.7430
N: 4.6014 -1.6877 -4.1557
O: 3.5388 -1.9029 -3.2650
H: 5.4981 -1.0883 -1.6053
H: 6.4702 -2.0889 -2.3317
H: 6.9374 -0.2821 -2.1569
H: 4.3992 0.6665 -2.3546
H: 5.4661 1.5227 -3.4405
H: 3.8717 0.9494 -3.9796
H: 6.8735 0.7505 -4.7021
H: 7.5295 -0.8583 -4.5125
H: 5.6312 0.2977 -6.6029
H: 7.0960 -0.4176 -6.9849
H: 6.1189 -2.5811 -6.1832
H: 5.0752 -1.9076 -7.5115
H: 2.4598 -0.6627 -5.2127
H: 2.5543 -1.2688 -6.8458
H: 3.4214 0.1595 -6.2354
H: 3.0805 -3.3897 -6.6537
H: 2.9288 -3.4569 -4.9544
H: 4.5120 -3.9995 -5.6436
H: 3.7835 -2.7287 -2.8272
C: 0.4028 -12.9434 -6.0423
C: 0.7680 -11.6776 -5.2452
C: -0.4937 -11.1096 -4.6244
C: 1.7451 -12.0300 -4.1389
C: 2.4906 -10.9030 -3.4655
C: 3.0924 -9.9372 -4.4794
C: 2.1497 -9.5465 -5.6420
C: 1.2710 -8.3733 -5.2504
C: 3.1285 -9.1804 -6.7626
N: 1.4233 -10.7300 -6.1842
O: 0.6382 -10.4727 -7.3439
H: -0.1997 -12.7180 -6.9185
H: 1.2806 -13.5112 -6.3580
H: -0.1294 -13.6180 -5.3693
H: -0.5052 -10.6642 -3.6289
H: -1.1145 -10.4830 -5.2770
H: -1.2718 -11.8832 -4.5445
H: 1.2077 -12.6306 -3.4019
H: 2.5480 -12.6411 -4.5685
H: 1.8583 -10.3724 -2.7448
H: 3.3297 -11.3043 -2.8933
H: 3.9891 -10.4548 -4.8254
H: 3.3710 -9.0371 -3.9293
H: 0.6164 -8.0748 -6.0719
H: 1.9204 -7.5152 -5.0582
H: 0.6911 -8.5922 -4.3539
H: 3.6723 -10.0055 -7.2261
H: 3.9336 -8.4859 -6.5088
H: 2.5539 -8.7118 -7.5698
H: 1.3013 -10.7581 -7.9823
C: 6.8626 -6.8534 -1.7357
C: 5.9978 -5.6102 -2.0003
C: 6.4861 -4.9534 -3.3174
C: 4.4876 -5.9867 -2.1921
C: 3.6044 -6.1145 -0.9442
C: 3.8585 -4.8699 -0.1021
C: 5.2932 -4.5865 0.2941
C: 5.2450 -3.1767 0.8836
C: 5.6557 -5.6884 1.3521
N: 6.1424 -4.6415 -0.8838
O: 7.3948 -4.0481 -0.8078
H: 7.9302 -6.6741 -1.8651
H: 6.6551 -7.3540 -0.7889
H: 6.6728 -7.6550 -2.4607
H: 6.1758 -5.6012 -4.1453
H: 5.9818 -4.0052 -3.5092
H: 7.5718 -4.9562 -3.3937
H: 4.1106 -5.2611 -2.9201
H: 4.6093 -6.9005 -2.7822
H: 2.5622 -6.1845 -1.2696
H: 3.6759 -7.0725 -0.4237
H: 3.3143 -5.1725 0.7977
H: 3.4174 -4.0545 -0.6815
H: 4.6161 -3.0862 1.7703
H: 4.9992 -2.3429 0.2203
H: 6.2019 -2.7824 1.2497
H: 6.6427 -6.1258 1.1898
H: 5.0752 -6.6103 1.2602
H: 5.5096 -5.2572 2.3415
H: 7.2588 -3.2188 -1.2821
C: -5.0144 -5.9026 3.2861
C: -3.8988 -5.7863 2.2707
C: -2.6103 -5.2654 2.9349
C: -3.5780 -7.2516 1.8540
C: -2.8002 -7.3752 0.5026
C: -3.5466 -6.6930 -0.5592
C: -3.8349 -5.2204 -0.2620
C: -2.6133 -4.3041 -0.4053
C: -4.8389 -4.7122 -1.2778
N: -4.3596 -5.0273 1.1338
O: -4.5840 -3.6888 1.4875
H: -5.1787 -4.9002 3.7002
H: -5.9847 -6.2278 2.9044
H: -4.8332 -6.5255 4.1647
H: -2.6013 -4.1731 2.9991
H: -2.4864 -5.6196 3.9560
H: -1.7963 -5.4847 2.2432
H: -2.9218 -7.7425 2.5732
H: -4.5165 -7.8071 1.8007
H: -1.7872 -7.0042 0.6750
H: -2.6688 -8.4450 0.3202
H: -4.4447 -7.2066 -0.9081
H: -2.9463 -6.6414 -1.4794
H: -2.6672 -3.2764 -0.0502
H: -2.3035 -4.2694 -1.4533
H: -1.7644 -4.7320 0.1373
H: -5.3112 -3.7541 -1.0568
H: -5.7021 -5.3805 -1.3747
H: -4.3697 -4.7078 -2.2608
H: -5.5422 -3.6115 1.5522
O: 0.5276 -4.5481 -2.2213
C: 0.1357 -3.4285 -3.0795
C: -0.6463 -3.9702 -4.2632
O: 0.1338 -4.8087 -5.0814
H: 1.4715 -4.6883 -2.3167
H: -0.3946 -2.7752 -2.3860
H: 1.1069 -2.9741 -3.2819
H: -1.0144 -3.1098 -4.8370
H: -1.6174 -4.3743 -3.9620
H: -0.1792 -5.7135 -5.0010
O: -4.7849 -8.5998 -5.6275
C: -3.6728 -7.7481 -5.3863
C: -4.2172 -6.3014 -5.4769
O: -5.0768 -5.9802 -4.4113
H: -5.4609 -8.3996 -4.9723
H: -3.2387 -7.9142 -4.3941
H: -2.8885 -7.9580 -6.1106
H: -4.5354 -6.1233 -6.5100
H: -3.3214 -5.6557 -5.5114
H: -5.2519 -5.0391 -4.5122

Summary:
Orbital gap in eV: 8.375
Multiplicity: 1
SMILES string: CC1(C)CCCC(C)(C)N1O.CC1(C)CCCC(C)(C)N1O.CC1(C)CCCC(C)(C)N1O.CC1(C)CCCC(C)(C)N1O.CC1(C)CCCC(C)(C)N1O.CC1(C)CCCC(C)(C)N1O.OCCO.OCCO
LUMO level in eV: 0.360

Löwdin population analysis, charges in e, atoms 1 to 8:
1 C -0.035
2 C -0.485
3 C -0.057
4 C -0.123
5 C -0.197
6 C -0.148
7 C -0.515
8 C -0.046

=====

# 4
Here is C37H57CaN6P2S2 as an isolated structure from OMol25. Energies are from ωB97M-V/def2-TZVPD.

Geometry (Å):
Ca: -0.8284 0.4961 0.5215
C: 0.4636 2.4329 -4.9661
C: -0.4671 2.0001 -3.8268
C: -1.6611 1.2248 -4.4083
P: 0.1162 1.0708 -2.3222
C: 1.6179 1.9599 -1.6561
C: 1.2296 3.3743 -1.1983
C: 2.8977 1.9586 -2.4892
C: 0.7891 -0.5209 -2.8835
C: 1.2779 -0.8071 -4.1559
C: 1.7090 -2.0736 -4.5350
C: 2.1962 -2.3490 -5.9402
C: 1.6379 -3.0773 -3.5719
C: 1.1683 -2.8343 -2.2921
C: 0.7367 -1.5444 -1.8947
N: 0.3988 -1.2002 -0.6149
C: 0.2596 -2.1920 0.3715
C: -0.6541 -3.2478 0.3225
C: -0.7546 -4.1311 1.3907
C: 0.0205 -3.9755 2.5355
C: -0.1225 -4.9105 3.7122
C: 0.9099 -2.9072 2.5920
C: 1.0461 -2.0231 1.5327
P: 2.0393 -0.4821 1.4436
C: 2.6942 -0.3289 3.1802
C: 3.7925 -1.2858 3.6475
C: 3.0890 1.1293 3.4464
C: 3.4564 -1.0041 0.3385
C: 4.5938 0.0232 0.3955
C: 3.9830 -2.4345 0.4679
H: 0.6052 1.6323 -5.6933
H: 1.4429 2.7605 -4.6256
H: 0.0017 3.2691 -5.5022
H: -0.8571 2.9083 -3.3581
H: -1.3256 0.2721 -4.8289
H: -2.1448 1.7997 -5.2070
H: -2.4106 1.0054 -3.6474
H: 1.8222 1.3633 -0.7587
H: 1.1268 4.0437 -2.0601
H: 2.0014 3.7902 -0.5439
H: 0.2873 3.3798 -0.6412
H: 2.8544 2.6953 -3.2923
H: 3.0968 0.9766 -2.9264
H: 3.7514 2.2254 -1.8571
H: 1.3381 -0.0100 -4.8877
H: 2.8478 -1.5496 -6.3026
H: 1.3637 -2.4352 -6.6473
H: 2.7576 -3.2852 -5.9822
H: 1.9732 -4.0796 -3.8273
H: 1.1484 -3.6393 -1.5683
H: -1.2810 -3.3621 -0.5548
H: -1.4712 -4.9458 1.3439
H: -0.7978 -5.7357 3.4776
H: -0.5217 -4.3817 4.5822
H: 0.8411 -5.3353 4.0000
H: 1.4754 -2.7547 3.5066
H: 1.7869 -0.5240 3.7632
H: 4.7532 -1.0452 3.1849
H: 3.5635 -2.3290 3.4203
H: 3.9231 -1.1980 4.7322
H: 3.9671 1.4156 2.8581
H: 3.3339 1.2767 4.5038
H: 2.2731 1.8069 3.1885
H: 3.0038 -0.9164 -0.6511
H: 5.2217 -0.1175 1.2787
H: 4.2110 1.0484 0.4136
H: 5.2351 -0.0762 -0.4859
H: 4.6667 -2.5345 1.3154
H: 4.5318 -2.7065 -0.4411
H: 3.1756 -3.1557 0.5934
C: -1.0186 3.6533 4.2061
C: -1.2970 2.4193 3.3583
S: -1.8554 2.7283 1.7042
C: -1.0944 1.2001 3.8918
C: -0.5553 1.0885 5.3118
S: -1.3504 -0.3461 3.0560
H: -1.3534 4.5452 3.6823
H: 0.0535 3.7674 4.4165
H: -1.5286 3.6076 5.1748
H: -1.1729 1.6381 6.0326
H: 0.4609 1.4988 5.3850
H: -0.5204 0.0448 5.6185
C: -5.7987 -1.3512 1.8324
N: -4.4120 -1.7321 1.6208
C: -3.7146 -2.4421 2.6978
C: -3.7679 -1.3121 0.5450
N: -3.1894 -0.9224 -0.3873
H: -6.4280 -2.2395 1.9235
H: -6.1510 -0.7552 0.9937
H: -5.8922 -0.7579 2.7448
H: -4.1519 -3.4375 2.8294
H: -3.7922 -1.8762 3.6249
H: -2.6599 -2.5315 2.4614
N: -5.8745 2.1754 -2.5224
C: -4.7893 2.9086 -2.0738
C: -3.6178 2.2652 -1.6488
N: -2.5480 2.9425 -1.2954
C: -2.6304 4.2756 -1.3224
C: -3.7917 4.9027 -1.7202
N: -4.8791 4.2278 -2.1061
H: -5.9504 1.2305 -2.1873
H: -6.7367 2.6911 -2.5612
H: -3.5699 1.1813 -1.5816
H: -1.7604 4.8346 -0.9961
H: -3.8699 5.9844 -1.7240

Summary:
Orbital gap in eV: 5.489
Multiplicity: 1
Charge: -1
LUMO level in eV: 2.504

Löwdin population analysis, charges in e, atoms 1 to 8:
1 Ca 0.820
2 C -0.110
3 C -0.541
4 C -0.127
5 P 1.051
6 C -0.549
7 C -0.122
8 C -0.112

=====

| no. | energy (eV) |
| --- | --- |
| 1 | -879574.91519 |
| 2 | -18872.12085 |
| 3 | -91593.44040 |
| 4 | -106926.47715 |